# 1
Computed, not measured: the ion C8H18N5OS with charge +1, with ωB97M-V/def2-TZVPD.

```
33
C8H18N5OS, DFT ωB97M-V/def2-TZVPD
C -3.11 -0.46 -0.13
C 0.08 0.59 -0.43
C -4.05 -1.27 0.59
C 2.46 0.58 -1.22
C 1.56 2.67 -0.33
C -2.34 0.42 0.88
C 1.91 0.75 1.14
C 1.75 -0.80 1.27
N 0.54 -3.30 -0.52
N 0.39 -2.08 -0.37
N -0.19 -0.01 -1.58
N 1.54 1.22 -0.22
N 0.59 -1.29 0.60
O -2.97 -0.46 -1.29
S -1.01 1.61 0.48
H -3.76 -1.48 1.74
H -5.07 -0.89 0.65
H -4.04 -2.22 0.00
H 2.23 0.76 -2.30
H 3.50 0.98 -1.05
H 2.45 -0.44 -1.07
H 2.52 2.87 -0.83
H 0.74 2.90 -1.03
H 1.32 3.19 0.56
H -2.01 -0.30 1.65
H -3.09 0.99 1.29
H 3.01 1.09 1.35
H 1.32 1.40 2.00
H 2.60 -1.35 0.92
H 1.73 -0.99 2.29
H 0.53 -3.64 -1.54
H -1.13 0.05 -1.95
H 0.00 -1.06 -1.53
```

The charge is +1. The calculation puts the highest occupied orbital energy at -11.49 eV. As for the frontier orbital gap: 8.37 eV. The energy above the lowest of the compared OMol25 structures with the same formula, charge and spin is 128.52 kcal per mole. For the total energy, the calculation gives -1062.370061 Ha. The calculation puts the LUMO energy at -3.1 eV.


# 2
Computed, not measured: a structure of composition C18H16AuF6GeN2O4P, with ωB97M-V/def2-TZVPD.

```
49
C18H16AuF6GeN2O4P, DFT ωB97M-V/def2-TZVPD
Au -0.61 1.59 0.92
C 0.03 4.25 3.29
C 0.56 2.88 3.46
N 0.32 1.83 2.69
C 1.04 0.74 3.19
C 1.71 1.17 4.30
N 1.39 2.48 4.44
C 2.59 0.56 5.37
O 3.00 -0.68 5.19
O 2.85 1.24 6.31
C 0.96 -0.58 2.57
O 1.66 -1.53 2.86
O 0.03 -0.70 1.61
H -0.79 4.26 2.57
H 0.81 4.92 2.92
H -0.33 4.65 4.24
H 1.75 3.05 5.20
H 2.67 -1.07 4.36
Ge -0.24 -2.47 1.03
C 1.19 -2.92 -0.23
C 0.84 -3.58 -1.38
C 1.84 -3.92 -2.39
C 3.19 -3.64 -2.18
C 3.54 -2.96 -1.05
C 2.55 -2.64 -0.04
C -0.47 -3.69 2.54
C -1.74 -3.95 2.99
C -1.96 -4.90 4.07
C -0.89 -5.62 4.63
C 0.38 -5.35 4.20
C 0.59 -4.41 3.13
H -1.58 -2.22 0.36
H -0.19 -3.87 -1.59
H 1.51 -4.36 -3.32
H 3.93 -3.92 -2.92
H 4.57 -2.65 -0.89
H 2.89 -2.18 0.88
H -2.61 -3.47 2.55
H -2.96 -5.02 4.46
H -1.08 -6.36 5.39
H 1.23 -5.84 4.65
H 1.60 -4.28 2.77
F 0.93 0.58 -0.99
P 0.08 1.43 -2.11
F 1.32 1.73 -2.98
F 0.29 2.71 -1.10
F -0.35 0.07 -2.74
F -0.97 2.23 -2.91
F -1.40 1.09 -0.84
```

The charge is +3. The calculation puts the highest occupied orbital energy (alpha / beta) at -17.71 / -17.70 eV. As for the frontier orbital gap (alpha / beta): 2.48 / 2.47 eV. The energy above the lowest of the compared OMol25 structures with the same formula, charge and spin is 68.88 kcal per mole. For the total energy, the calculation gives -4258.101351 Ha. The multiplicity is 2. The calculation puts the LUMO energy (alpha / beta) at -15.2 / -15.2 eV.


# 3
Computed, not measured: a cluster of 6 separate species, CH13O5S in total, with ωB97M-V/def2-TZVPD.

```
20
CH13O5S, DFT ωB97M-V/def2-TZVPD
C -2.17 0.42 0.17
S -2.27 -0.97 -1.07
H -1.50 1.13 -0.31
H -3.20 0.76 0.26
H -1.87 0.12 1.17
H -0.39 0.02 -1.90
H 0.48 1.33 -1.98
O 0.10 0.65 -2.52
H 1.54 2.43 0.66
H 1.18 2.15 -0.84
O 1.09 1.84 0.06
H -0.90 -0.46 2.93
H 0.53 -0.16 2.59
O -0.20 0.13 3.17
H 1.02 -2.27 1.05
H 1.82 -0.99 0.79
O 1.62 -1.64 1.50
H 0.55 -1.86 -2.41
H 1.25 -0.88 -1.47
O 1.33 -1.77 -1.86
```

The charge is -1. The calculation puts the highest occupied orbital energy at -2.82 eV. As for the frontier orbital gap: 5.56 eV. The energy above the lowest of the compared OMol25 structures with the same formula, charge and spin is 45.15 kcal per mole. For the total energy, the calculation gives -820.298443 Ha. The calculation puts the LUMO energy at 2.7 eV.


# 4
Computed, not measured: a cluster of 2 separate species, C2H8NO in total, with ωB97M-V/def2-TZVPD.

```
12
C2H8NO, DFT ωB97M-V/def2-TZVPD
O -0.08 2.32 -1.04
H 0.47 3.16 -1.07
H -0.96 2.74 -0.87
H -1.23 -2.08 1.42
C -0.34 -1.91 0.67
C 0.07 -0.46 0.77
N 0.81 -0.03 -0.27
H -0.81 -2.24 -0.20
H 0.55 -2.49 0.96
H -0.32 0.44 1.21
H 0.78 -0.46 -1.24
H 1.05 1.00 -0.33
```

The charge is +1. The calculation puts the highest occupied orbital energy at -16.42 eV. As for the frontier orbital gap: 10.93 eV. The energy above the lowest of the compared OMol25 structures with the same formula, charge and spin is 37.44 kcal per mole. For the total energy, the calculation gives -210.693440 Ha. The calculation puts the LUMO energy at -5.5 eV.


# 5
Computed, not measured: a structure of composition C36H36BaN2OPSeSi, with ωB97M-V/def2-TZVPD.

```
79
C36H36BaN2OPSeSi, DFT ωB97M-V/def2-TZVPD
Ba 0.61 -0.42 0.69
O -1.49 -1.49 2.10
C -1.83 -1.73 0.93
C -2.73 -2.90 0.67
C -3.29 -3.76 1.60
C -4.02 -4.85 1.17
C -4.19 -5.08 -0.20
C -3.62 -4.22 -1.14
C -2.87 -3.13 -0.70
P -1.96 -1.90 -1.74
C -2.51 -2.47 -3.42
C -1.86 -3.59 -3.95
C -2.17 -4.08 -5.21
C -3.12 -3.43 -5.99
C -3.75 -2.30 -5.49
C -3.46 -1.83 -4.22
C -3.01 -0.42 -1.51
C -4.36 -0.50 -1.20
C -5.11 0.65 -0.99
C -4.50 1.89 -1.07
C -3.15 1.99 -1.37
C -2.41 0.83 -1.59
H -3.14 -3.55 2.66
H -4.47 -5.53 1.88
H -4.76 -5.93 -0.53
H -3.75 -4.42 -2.19
H -1.11 -4.09 -3.35
H -1.66 -4.95 -5.59
H -3.35 -3.79 -6.98
H -4.49 -1.78 -6.09
H -3.97 -0.95 -3.84
H -4.83 -1.47 -1.12
H -6.16 0.57 -0.75
H -5.08 2.79 -0.88
H -2.66 2.95 -1.40
H -1.35 0.92 -1.81
C 0.40 2.77 5.00
N 1.15 2.82 3.76
C 0.65 2.60 2.51
Se -1.10 2.22 2.08
N 1.68 2.68 1.65
C 2.85 2.97 2.33
C 4.16 3.13 1.90
C 5.11 3.38 2.87
C 4.77 3.47 4.23
C 3.46 3.31 4.65
C 2.51 3.06 3.67
H -0.60 2.41 4.77
H 0.34 3.76 5.44
H 0.89 2.08 5.69
H 1.55 2.55 0.61
H 4.42 3.04 0.85
H 6.15 3.50 2.58
H 5.54 3.67 4.96
H 3.19 3.37 5.70
C 0.16 3.71 -1.98
Si 1.41 2.29 -1.70
C 3.07 3.30 -1.65
C 1.53 1.55 -3.47
H 0.55 4.44 -2.70
H -0.09 4.24 -1.05
H -0.77 3.33 -2.39
H 3.18 3.90 -2.56
H 3.94 2.64 -1.57
H 3.10 4.00 -0.80
H 1.73 2.33 -4.20
H 0.60 1.05 -3.76
H 2.33 0.80 -3.54
C 5.35 -2.38 3.11
C 4.62 -3.25 2.31
C 3.43 -2.82 1.72
C 2.89 -1.53 1.89
C 3.67 -0.71 2.72
C 4.86 -1.10 3.32
H 6.28 -2.70 3.57
H 4.98 -4.26 2.13
H 2.90 -3.55 1.10
H 3.34 0.31 2.93
H 5.41 -0.40 3.94
```

The charge is -1. The calculation puts the highest occupied orbital energy at -3.81 eV. As for the frontier orbital gap: 6.21 eV. The energy above the lowest of the compared OMol25 structures with the same formula, charge and spin is 3.60 kcal per mole. For the total energy, the calculation gives -4635.975896 Ha. The calculation puts the LUMO energy at 2.4 eV.


# 6
Computed, not measured: the molecule C17H26N2OS, with ωB97M-V/def2-TZVPD.

```
47
C17H26N2OS, DFT ωB97M-V/def2-TZVPD
C -0.38 2.36 -2.31
C 1.13 2.40 -2.48
C 1.54 3.51 -3.44
C 1.81 2.60 -1.12
N 1.51 1.50 -0.22
C 1.27 1.84 1.16
C 0.26 0.87 1.80
C -0.38 -0.04 0.77
O -1.57 0.00 0.51
N 0.46 -0.95 0.20
C -0.07 -1.86 -0.79
C 0.17 -3.32 -0.43
S 0.04 -3.65 1.36
C -1.53 -2.92 1.78
C -1.62 -2.23 2.97
C -2.82 -1.64 3.34
C -3.92 -1.74 2.50
C -3.83 -2.45 1.32
C -2.64 -3.05 0.95
C 1.89 -0.85 0.36
C 2.43 0.39 -0.37
H -0.87 2.11 -3.26
H -0.75 3.32 -1.98
H -0.66 1.61 -1.57
H 1.47 1.44 -2.90
H 2.62 3.52 -3.59
H 1.24 4.48 -3.05
H 1.07 3.37 -4.41
H 1.42 3.53 -0.68
H 2.90 2.73 -1.25
H 2.20 1.86 1.75
H 0.85 2.85 1.19
H 0.72 0.26 2.58
H -0.56 1.43 2.27
H -1.15 -1.66 -0.83
H 0.36 -1.65 -1.78
H -0.51 -3.97 -0.97
H 1.19 -3.63 -0.67
H -0.75 -2.15 3.61
H -2.88 -1.09 4.26
H -4.85 -1.26 2.78
H -4.68 -2.53 0.67
H -2.58 -3.61 0.03
H 2.35 -1.75 -0.05
H 2.14 -0.80 1.42
H 3.44 0.63 0.01
H 2.51 0.18 -1.44
```

The calculation puts the highest occupied orbital energy at -8.10 eV. As for the frontier orbital gap: 8.78 eV. The energy above the lowest of the compared OMol25 structures with the same formula, charge and spin is 8.81 kcal per mole. For the total energy, the calculation gives -1246.326445 Ha. The SMILES is CC(C)CN1CCC(=O)N(CCSc2ccccc2)CC1. The calculation puts the LUMO energy at 0.7 eV.


# 7
Computed, not measured: a cluster of 4 separate species, C4H15NO3 in total, with ωB97M-V/def2-TZVPD.

```
23
C4H15NO3, DFT ωB97M-V/def2-TZVPD
C 0.20 1.03 -1.52
C -1.11 0.38 -2.21
C -1.02 -1.13 -2.21
C -1.50 -1.78 -3.32
N -0.35 -1.79 -1.15
H 1.10 0.42 -1.49
H 0.46 2.03 -1.96
H -0.02 1.23 -0.51
H -2.12 0.72 -1.68
H -1.21 0.85 -3.31
H -1.70 -1.48 -4.32
H -1.68 -2.91 -3.22
H -0.16 -1.28 -0.32
H -0.46 -2.88 -1.05
H 0.35 -0.11 1.79
H -0.74 -1.03 2.10
O 0.14 -1.06 1.69
H 5.63 -0.92 3.74
H 6.34 0.41 3.99
O 5.38 0.04 3.90
H -2.23 2.36 3.82
H -2.81 3.80 3.95
O -2.49 3.10 3.29
```

The charge is -1. The calculation puts the highest occupied orbital energy (alpha / beta) at 0.73 / -4.79 eV. As for the frontier orbital gap (alpha / beta): 2.12 / 7.56 eV. The energy above the lowest of the compared OMol25 structures with the same formula, charge and spin is 48.95 kcal per mole. For the total energy, the calculation gives -441.769739 Ha. The multiplicity is 2. The calculation puts the LUMO energy (alpha / beta) at 2.8 / 2.8 eV.


# 8
Computed, not measured: a structure of composition C11H20MgN2OP, with ωB97M-V/def2-TZVPD.

```
36
C11H20MgN2OP, DFT ωB97M-V/def2-TZVPD
C -3.00 -3.00 -0.21
C -2.84 -3.02 -1.63
C -3.15 -1.73 -2.14
C -3.57 -0.91 -1.05
C -3.46 -1.67 0.16
Mg -1.16 -1.27 0.06
P 0.53 -2.94 0.86
H -2.94 -3.85 0.46
H -2.51 -3.88 -2.22
H -3.10 -1.42 -3.18
H -3.85 -1.39 1.14
H -4.03 0.08 -1.12
H 1.88 -2.75 0.38
H 0.34 -4.36 0.78
H 0.65 -2.73 2.28
C 2.55 -0.05 -1.45
N 2.12 1.02 -0.58
C 3.11 1.77 0.20
C 2.47 3.07 0.64
C 1.22 2.79 1.44
N 0.33 1.92 0.68
C -1.07 1.93 1.13
C 0.81 1.03 -0.24
O 0.03 0.12 -0.74
H 2.33 -1.05 -1.03
H 3.62 0.03 -1.63
H 2.02 0.00 -2.41
H 3.42 1.19 1.08
H 3.98 1.93 -0.44
H 2.22 3.66 -0.25
H 3.19 3.64 1.25
H 0.70 3.72 1.69
H 1.50 2.30 2.38
H -1.15 1.68 2.20
H -1.52 2.92 0.96
H -1.68 1.21 0.55
```

The charge is -1. The calculation puts the highest occupied orbital energy (alpha / beta) at 0.23 / 0.23 eV. As for the frontier orbital gap (alpha / beta): 2.62 / 2.62 eV. The energy above the lowest of the compared OMol25 structures with the same formula, charge and spin is 0.00 kcal per mole. For the total energy, the calculation gives -1157.254252 Ha. The calculation puts the LUMO energy (alpha / beta) at 2.9 / 2.9 eV.